Record 1
ORCA calculation (wB97M-V/def2-TZVPD) on a structure of composition C30H45BrO2P2Y in a non-equilibrium geometry.

LUMO level, eV: -2.188
Gap between HOMO and LUMO, eV: 5.63
Multiplicity: 1
Relative energy (zero: lowest compared OMol25 entry of this formula, charge and spin), eV: 0.000
Calculated total energy, eV: -125590.8532
Net charge: +1
Highest occupied orbital energy, eV: -7.815

```
81
C30H45BrO2P2Y | the Open Molecules 2025 dataset | wB97M-V/def2-TZVPD
Y 1.90 -0.33 -1.06
C -0.40 -0.60 0.51
C -0.17 -1.77 -0.29
C 1.55 -1.59 1.25
C 0.63 -0.52 1.48
C 1.04 -2.38 0.17
C -1.64 0.22 0.59
H -2.36 -0.03 -0.20
H -1.41 1.29 0.53
H -2.15 0.07 1.56
C 0.53 0.28 2.71
H 0.30 1.33 2.48
H 1.47 0.26 3.28
H -0.27 -0.10 3.37
C 2.62 -1.96 2.19
H 2.21 -2.13 3.20
H 3.38 -1.17 2.28
H 3.13 -2.88 1.88
C 1.55 -3.73 -0.19
H 1.67 -4.34 0.72
H 2.53 -3.69 -0.69
H 0.85 -4.26 -0.85
C -1.18 -2.46 -1.15
H -1.19 -3.54 -0.94
H -0.95 -2.37 -2.22
H -2.19 -2.06 -0.99
C -1.93 2.80 -2.06
C -3.03 2.03 -2.17
C -3.15 0.82 -3.03
C -2.69 1.02 -4.50
C -1.28 0.48 -4.86
C -0.50 0.00 -3.65
C -0.22 0.98 -2.48
C -0.61 2.46 -2.68
H -4.22 0.54 -3.06
H -2.83 2.07 -4.79
H -2.61 -0.03 -2.59
H -0.50 2.74 -3.74
H -1.94 3.76 -1.53
H -3.93 2.24 -1.56
H 0.18 3.04 -2.17
H -0.67 0.58 -1.57
H -0.91 -0.96 -3.31
H 0.87 1.11 -2.26
H -3.41 0.45 -5.12
H -1.44 -0.40 -5.52
P -0.04 1.46 -5.82
C -0.28 3.23 -6.03
C -0.41 0.84 -7.50
P 1.44 -0.44 -3.96
C 1.58 0.88 -5.28
C 1.30 -1.93 -4.98
C 3.13 -0.28 -3.22
H 0.58 3.82 -5.69
H -1.18 3.60 -5.52
H -0.43 3.47 -7.10
H -0.05 1.57 -8.25
H -1.51 0.75 -7.61
H 0.04 -0.15 -7.68
H 3.76 0.08 -4.05
H 3.52 -1.27 -2.88
H 3.30 0.53 -2.44
H 2.22 1.72 -4.95
H 2.10 0.42 -6.14
H 1.87 -2.74 -4.51
H 1.74 -1.74 -5.97
H 0.26 -2.25 -5.12
Br 0.28 3.79 1.04
C 1.84 3.40 2.06
C 1.98 4.03 3.30
C 3.03 3.69 4.15
C 3.98 2.76 3.74
C 3.89 2.15 2.50
C 2.85 2.49 1.63
C 2.72 1.69 0.40
O 1.73 1.84 -0.41
O 3.51 0.67 0.20
H 1.26 4.79 3.59
H 3.12 4.19 5.11
H 4.81 2.51 4.40
H 4.61 1.39 2.17
```


Record 2
ORCA calculation (wB97M-V/def2-TZVPD) on a cluster of 2 separate species, C7H14O4 in total in a non-equilibrium geometry.

LUMO level, eV: -1.481
Gap between HOMO and LUMO, eV: 7.90
Multiplicity: 1
Relative energy (zero: lowest compared OMol25 entry of this formula, charge and spin), eV: 11.756
Calculated total energy, eV: -15663.5516
Net charge: 0
Highest occupied orbital energy, eV: -9.386

```
25
C7H14O4 | the Open Molecules 2025 dataset | wB97M-V/def2-TZVPD
C 3.53 -0.66 0.26
C 1.09 -0.63 0.12
C 0.88 0.95 -0.19
C -0.43 1.73 0.02
C -1.62 1.10 -0.48
C -1.90 -0.18 0.57
C -1.05 -1.36 0.12
H 3.17 -1.33 1.18
H 4.49 -0.77 -0.20
H 3.58 0.51 0.62
H 1.16 -0.96 1.12
H 1.36 0.80 -1.41
H 1.92 1.22 0.22
H -0.35 2.73 -0.52
H -0.50 1.99 1.01
H -1.34 0.33 -1.42
H -2.49 1.84 -0.49
H -1.47 0.03 1.72
H -1.63 -1.86 -0.59
H -1.07 -1.88 1.07
H -3.10 0.34 -1.52
O 2.42 -0.80 -0.60
O 0.17 -1.40 -0.63
O -3.16 -0.57 0.68
O -3.66 -1.17 -0.66
```


Record 3
ORCA calculation (wB97M-V/def2-TZVPD) on a structure of composition C17H19FeN2O3SSb.

LUMO level (alpha / beta), eV: -3.375 / -5.702
Gap between HOMO and LUMO (alpha / beta), eV: 9.05 / 6.78
Multiplicity: 6
Relative energy (zero: lowest compared OMol25 entry of this formula, charge and spin), eV: 0.000
Calculated total energy, eV: -78811.6213
Net charge: +1
Highest occupied orbital energy (alpha / beta), eV: -12.420 / -12.484
Expectation value of S²: 8.77

```
44
C17H19FeN2O3SSb | the Open Molecules 2025 dataset | wB97M-V/def2-TZVPD
Fe -1.63 0.06 0.75
C -3.22 -0.35 2.85
C -2.93 -1.51 2.13
C -1.61 -2.00 2.09
C -0.60 -1.32 2.78
C -0.89 -0.16 3.49
C -2.20 0.32 3.53
H -4.22 0.05 2.86
H -3.72 -2.02 1.60
H -1.39 -2.90 1.55
H 0.42 -1.69 2.73
H -0.10 0.37 4.00
H -2.42 1.23 4.08
O 3.90 -1.36 -0.19
S 3.15 -0.42 -0.96
O 3.17 -0.45 -2.39
N 1.55 -0.48 -0.47
C 1.22 0.62 0.11
O 0.02 0.79 0.58
C 2.25 1.68 0.20
C 2.15 2.96 0.72
C 3.28 3.77 0.66
C 4.46 3.31 0.09
C 4.55 2.02 -0.44
C 3.43 1.24 -0.37
H 1.22 3.32 1.15
H 3.24 4.78 1.06
H 5.32 3.96 0.06
H 5.47 1.66 -0.89
N -3.97 1.59 -0.65
C -3.13 1.16 0.02
C -0.27 -3.05 -1.80
Sb -1.34 -1.23 -1.69
C -0.39 0.07 -3.06
C -3.21 -1.65 -2.59
H -0.21 -3.33 -2.85
H -0.79 -3.83 -1.25
H 0.73 -2.89 -1.40
H -0.33 -0.45 -4.02
H 0.61 0.29 -2.70
H -0.98 0.98 -3.15
H -3.04 -2.01 -3.60
H -3.80 -0.74 -2.61
H -3.74 -2.41 -2.02
```


Record 4
ORCA calculation (wB97M-V/def2-TZVPD) on a cluster of 4 separate species, C16H20F12O8 in total in a non-equilibrium geometry.

LUMO level, eV: 0.390
Gap between HOMO and LUMO, eV: 11.50
Multiplicity: 1
Relative energy (zero: lowest compared OMol25 entry of this formula, charge and spin), eV: 2.419
Calculated total energy, eV: -65905.4265
Net charge: 0
Highest occupied orbital energy, eV: -11.111

```
56
C16H20F12O8 | the Open Molecules 2025 dataset | wB97M-V/def2-TZVPD
C 4.93 -0.17 -3.25
C 5.55 -1.21 -2.25
O 5.57 -0.76 -0.96
C 6.54 -1.21 -0.15
O 7.54 -1.88 -0.46
C 6.29 -0.73 1.32
F 5.77 0.54 1.45
F 5.47 -1.65 1.87
F 7.44 -0.70 1.99
H 3.87 -0.24 -3.01
H 4.96 -0.49 -4.29
H 5.16 0.89 -3.11
H 6.53 -1.39 -2.69
H 5.02 -2.16 -2.29
C 0.45 0.87 1.79
C -0.30 0.14 0.65
O -1.61 0.05 1.08
C -2.26 -1.05 1.37
O -1.76 -2.16 1.22
C -3.62 -0.83 2.03
F -4.59 -1.40 1.32
F -3.65 -1.41 3.23
F -4.03 0.42 2.14
H 0.06 1.88 1.96
H 1.52 0.88 1.61
H 0.27 0.30 2.70
H 0.08 -0.87 0.44
H -0.26 0.58 -0.34
C -3.33 7.55 -5.76
C -3.48 8.22 -4.37
O -2.94 7.35 -3.35
C -3.74 6.42 -2.75
O -4.89 6.16 -3.08
C -3.00 5.69 -1.62
F -2.50 4.49 -1.98
F -2.02 6.46 -1.13
F -3.89 5.33 -0.64
H -3.79 6.56 -5.73
H -2.26 7.40 -5.86
H -3.76 8.26 -6.47
H -4.54 8.43 -4.23
H -2.98 9.18 -4.50
C -2.90 -6.52 2.64
C -1.67 -7.23 3.20
O -0.51 -6.42 2.99
C -0.22 -5.43 3.89
O -1.02 -5.08 4.77
C 1.12 -4.75 3.61
F 1.80 -4.72 4.70
F 1.83 -5.28 2.65
F 0.87 -3.50 3.26
H -3.03 -6.74 1.57
H -2.98 -5.44 2.64
H -3.77 -6.95 3.14
H -1.58 -8.23 2.77
H -1.74 -7.47 4.26
```


Record 5
ORCA calculation (wB97M-V/def2-TZVPD) on a cluster of 2 separate species, CH5NOSi in total in a non-equilibrium geometry.

LUMO level (alpha / beta), eV: -0.924 / -0.941
Gap between HOMO and LUMO (alpha / beta), eV: 9.11 / 9.07
Multiplicity: 1
Relative energy (zero: lowest compared OMol25 entry of this formula, charge and spin), eV: 3.790
Calculated total energy, eV: -12528.7416
Net charge: 0
Highest occupied orbital energy (alpha / beta), eV: -10.032 / -10.012

```
9
CH5NOSi | the Open Molecules 2025 dataset | wB97M-V/def2-TZVPD
C -1.71 0.11 -1.00
N -1.09 -0.93 -0.94
O 0.30 -0.57 0.34
Si 0.85 0.88 0.66
H -2.45 0.19 -1.86
H -1.70 0.87 -0.11
H 1.32 1.57 -0.59
H -0.16 1.93 1.12
H 1.37 0.13 1.87
```


Record 6
ORCA calculation (wB97M-V/def2-TZVPD) on a cluster of 3 separate species, C6H16O in total in a non-equilibrium geometry.

LUMO level, eV: 0.938
Gap between HOMO and LUMO, eV: 9.78
Multiplicity: 1
Relative energy (zero: lowest compared OMol25 entry of this formula, charge and spin), eV: 2.175
Calculated total energy, eV: -8527.0578
Net charge: 0
Highest occupied orbital energy, eV: -8.837

```
23
C6H16O | the Open Molecules 2025 dataset | wB97M-V/def2-TZVPD
C -0.60 -1.02 1.05
C 0.55 -0.31 1.17
C 1.90 -0.96 1.22
C 0.53 1.18 1.35
H -0.57 -2.09 1.11
H -1.52 -0.59 1.41
H 1.83 -2.03 1.04
H 2.58 -0.51 0.51
H 2.33 -0.82 2.21
H -0.43 1.60 1.04
H 0.67 1.43 2.41
H 1.33 1.65 0.78
C -2.06 0.54 -1.25
O -2.70 1.36 -0.29
H -1.47 -0.31 -0.59
H -1.52 1.24 -1.90
H -2.79 0.05 -1.90
H -3.26 0.80 0.26
C 1.06 -0.23 -1.91
H 0.71 -0.21 -2.93
H 0.95 -1.25 -1.53
H 2.11 0.04 -1.88
H 0.37 0.47 -1.38
```


Record 7
ORCA calculation (wB97M-V/def2-TZVPD) on a cluster of 2 separate species, C5H14 in total in a non-equilibrium geometry.

LUMO level, eV: 1.161
Gap between HOMO and LUMO, eV: 12.25
Multiplicity: 1
Relative energy (zero: lowest compared OMol25 entry of this formula, charge and spin), eV: 0.542
Calculated total energy, eV: -5411.5078
Net charge: 0
Highest occupied orbital energy, eV: -11.092

```
19
C5H14 | the Open Molecules 2025 dataset | wB97M-V/def2-TZVPD
C 0.39 0.33 -1.47
C 0.42 1.84 -1.36
C -0.03 2.32 0.04
H 1.31 -0.16 -1.12
H 0.24 0.04 -2.51
H -0.41 -0.14 -0.92
H 1.46 2.19 -1.45
H -0.12 2.36 -2.15
H 0.26 1.52 0.71
H 0.39 3.29 0.30
H -1.11 2.46 0.05
C 0.25 -2.05 1.75
C -0.84 -1.96 0.70
H -0.18 -1.61 2.66
H 0.51 -3.06 2.05
H 1.12 -1.45 1.50
H -0.70 -2.61 -0.16
H -1.15 -1.01 0.29
H -1.81 -2.30 1.08
```


Record 8
ORCA calculation (wB97M-V/def2-TZVPD) on a structure of composition C34H48CuN3P in a non-equilibrium geometry.

LUMO level (alpha / beta), eV: 4.144 / 4.142
Gap between HOMO and LUMO (alpha / beta), eV: 1.46 / 5.06
Multiplicity: 2
Calculated total energy, eV: -94433.5603
Net charge: -2
Highest occupied orbital energy (alpha / beta), eV: 2.679 / -0.921
Expectation value of S²: 0.76

```
87
C34H48CuN3P | the Open Molecules 2025 dataset | wB97M-V/def2-TZVPD
Cu -1.09 -0.25 0.28
N 0.60 4.30 2.70
N -2.46 1.22 -1.82
C -0.40 -1.73 1.63
C -1.30 -0.75 2.22
C -0.50 0.36 2.68
C -0.95 1.50 3.52
H -1.83 1.20 4.11
H -1.72 3.50 3.60
H -0.14 1.77 4.22
C 0.86 0.05 2.39
C 2.01 0.83 2.92
H 2.19 0.55 3.97
H 1.82 1.91 2.90
H 2.93 0.63 2.36
C 0.93 -1.20 1.73
C 2.16 -1.94 1.35
H 2.88 -1.27 0.84
H 1.94 -2.77 0.66
H 2.68 -2.37 2.22
C -2.72 -1.04 2.56
H -2.81 -1.68 3.45
H -3.20 -1.57 1.72
H -3.28 -0.12 2.73
C -0.76 -3.14 1.27
H -0.09 -3.51 0.48
H -1.79 -3.19 0.90
H -0.68 -3.84 2.12
C 1.18 5.33 2.07
H 1.87 5.96 2.65
C 0.91 5.64 0.73
H 1.24 6.61 0.34
C 0.20 4.72 -0.05
H 0.07 4.85 -1.13
C -0.35 3.62 0.60
H -0.89 2.83 0.09
C -0.31 3.60 2.02
C -1.34 2.82 2.81
H -2.18 2.64 2.12
C -2.08 0.07 -1.30
C -3.64 1.03 -2.54
H -4.14 1.84 -3.02
C -3.91 -0.31 -2.58
H -4.71 -0.85 -3.06
N -2.89 -0.93 -1.85
C -2.64 -2.32 -1.79
C -3.71 -3.17 -1.46
C -3.54 -4.54 -1.66
H -4.39 -5.21 -1.48
C -2.32 -5.07 -2.09
C -2.18 -6.53 -2.39
H -1.15 -6.86 -2.20
H -2.41 -6.76 -3.44
H -2.86 -7.11 -1.76
C -1.23 -4.20 -2.26
H -0.26 -4.60 -2.52
C -1.36 -2.81 -2.10
C -0.16 -1.95 -2.26
H -0.15 -1.35 -3.18
H 0.73 -2.60 -2.26
H -0.03 -1.25 -1.42
C -4.95 -2.65 -0.81
H -5.47 -1.92 -1.43
H -4.74 -2.19 0.17
H -5.62 -3.50 -0.63
C 3.85 3.39 0.92
C 3.26 2.99 -0.43
P 2.63 1.26 -0.47
C 1.61 1.20 -2.01
C 1.80 2.32 -3.03
C 4.17 0.38 -1.02
C 5.31 0.38 0.00
H 3.10 3.33 1.72
H 4.19 4.43 0.88
H 4.70 2.76 1.21
H 2.41 3.65 -0.67
H 4.01 3.10 -1.23
H 1.81 0.22 -2.47
H 0.57 1.17 -1.65
H 2.85 2.54 -3.22
H 1.35 2.01 -3.98
H 1.29 3.24 -2.72
H 3.86 -0.65 -1.25
H 4.49 0.86 -1.96
H 5.84 1.33 0.02
H 4.96 0.15 1.02
H 6.04 -0.40 -0.28
```


- The highest calculated total energy belongs to which entry?
  C5H14